19
Properties=species:S:1:pos:R:3:lowdin_charge:R:1 method="wB97M-V/def2-TZVPD" charge=0 orbital_gap_ev=5.285 e_homo_ev=-5.96
C -2.626 0.078 -1.991 -0.2270
C -1.965 -0.625 -0.813 -0.7598
S -0.482 -1.578 -1.299 0.3092
H -2.949 -0.652 -2.732 0.0541
H -1.920 0.751 -2.480 0.0477
H -3.496 0.665 -1.679 0.0562
H -2.683 -1.299 -0.340 0.0330
H -1.696 0.119 -0.053 0.0321
C 1.590 0.818 0.460 -0.2407
C 1.385 -0.270 1.233 -0.1509
N 2.123 -0.362 2.516 0.1447
N 1.040 1.004 -0.734 0.0484
H 2.213 1.621 0.858 0.1158
H 0.784 -1.128 0.963 0.0355
H 2.783 -1.141 2.505 0.1593
H 2.651 0.498 2.665 0.1483
H 1.493 -0.487 3.309 0.1580
H 0.457 0.175 -1.115 -0.0594
H 1.296 1.814 -1.273 0.0954


32
Properties=species:S:1:pos:R:3:lowdin_charge:R:1 method="wB97M-V/def2-TZVPD" charge=0 orbital_gap_ev=8.603 e_homo_ev=-8.02
C -0.493 0.373 2.369 -0.0192
C -0.983 0.444 0.932 -0.4187
O -2.160 0.622 0.629 0.0625
C 0.054 -0.035 -0.101 -0.1279
C 0.876 1.116 -0.602 -0.1277
C 1.924 0.856 -1.679 -0.3802
O 1.859 0.011 -2.534 0.1180
C 3.062 1.883 -1.537 -0.3908
C 3.653 2.208 -2.892 -0.0691
C 4.066 1.308 -0.550 -0.0592
H 0.317 -0.376 2.452 0.0845
H -0.086 1.341 2.671 0.0832
H -1.311 0.071 3.050 0.0819
H -0.472 -0.533 -0.913 0.1258
H 0.689 -0.765 0.406 0.1191
H 1.380 1.638 0.233 0.1200
H 0.223 1.852 -1.098 0.1486
H 2.625 2.802 -1.114 0.1369
H 2.880 2.670 -3.515 0.0866
H 4.488 2.908 -2.803 0.0813
H 3.984 1.281 -3.366 0.0844
H 3.611 1.106 0.426 0.0770
H 4.456 0.363 -0.943 0.0936
H 4.910 1.987 -0.388 0.0853
O -4.036 -1.963 1.628 -0.0339
C -2.921 -2.434 2.256 -0.1989
C -2.157 -3.087 1.339 -0.1850
O -2.387 -2.814 0.011 -0.0239
H -4.664 -1.649 2.303 0.1184
H -2.785 -2.358 3.338 0.1150
H -1.313 -3.757 1.513 0.1123
H -2.856 -1.942 -0.003 0.1000


84
Properties=species:S:1:pos:R:3:lowdin_charge:R:1 method="wB97M-V/def2-TZVPD" multiplicity=2 charge=+2 s2=0.7539 orbital_gap_ev="7.868 / 7.354" e_homo_ev="-12.32 / -11.91"
W 0.114 0.665 -0.123 1.6108
C -2.978 1.866 -3.253 -0.0486
C -2.623 0.985 -2.066 -0.6536
C -2.653 -0.482 -2.468 -0.0366
C -3.586 1.216 -0.914 -0.0243
O -1.256 1.309 -1.668 -0.4929
Ge -0.286 2.954 -1.925 1.1275
O -0.012 2.802 0.038 -0.4579
C -0.731 3.505 1.070 -0.5909
C -1.701 4.508 0.459 -0.0336
C 0.291 4.256 1.908 -0.0029
C -1.522 2.435 1.820 -0.1229
O 1.127 1.642 -1.750 -0.4978
C 2.553 2.008 -1.793 -0.6431
C 3.181 1.123 -2.859 -0.0148
C 2.687 3.474 -2.179 -0.0623
C 3.191 1.766 -0.434 -0.0332
H -3.961 1.596 -3.638 0.1044
H -2.253 1.744 -4.060 0.0937
H -3.015 2.920 -2.970 0.0764
H -3.653 -0.765 -2.796 0.1041
H -2.406 -1.113 -1.609 0.0740
H -1.963 -0.672 -3.293 0.0938
H -4.598 0.947 -1.215 0.1058
H -3.598 2.264 -0.618 0.0739
H -3.313 0.598 -0.056 0.0768
H -1.162 5.269 -0.107 0.0935
H -2.260 5.018 1.244 0.1114
H -2.422 4.023 -0.202 0.0650
H 0.772 5.020 1.296 0.0997
H 1.065 3.595 2.285 0.0607
H -0.190 4.756 2.749 0.1030
H -2.403 2.205 1.226 0.1007
H -1.865 2.813 2.781 0.1243
H -1.538 0.446 1.964 0.1008
H 2.691 1.275 -3.822 0.0992
H 3.105 0.067 -2.585 0.0682
H 4.240 1.353 -2.974 0.1046
H 2.236 3.675 -3.153 0.0836
H 3.742 3.741 -2.245 0.1071
H 2.233 4.125 -1.427 0.0790
H 3.128 0.715 -0.143 0.0705
H 2.716 2.378 0.335 0.0778
H 4.248 2.034 -0.475 0.1064
N 0.466 -0.950 -1.633 -0.0024
C 1.409 -1.969 -1.139 -0.2628
C 1.398 -3.286 -1.905 -0.1188
C 0.081 -4.091 -1.856 -0.1497
C 0.265 -5.528 -1.368 -0.1472
N 0.666 -5.545 0.035 0.0957
C -0.022 -6.039 1.056 -0.4280
N -0.881 -7.046 0.884 0.2167
N 0.159 -5.508 2.266 0.2214
C 1.142 -2.086 0.358 -0.5225
O 1.477 -3.057 1.009 0.0774
O 0.570 -1.032 0.872 -0.2043
H -0.420 -1.380 -1.890 0.0704
H 0.811 -0.473 -2.463 0.1113
H 2.413 -1.540 -1.212 0.1490
H 2.236 -3.887 -1.544 0.1285
H 1.647 -3.054 -2.943 0.1285
H -0.357 -4.148 -2.853 0.1234
H -0.664 -3.600 -1.219 0.1200
H 1.028 -6.030 -1.966 0.1357
H -0.667 -6.079 -1.487 0.1218
H 1.338 -4.831 0.299 0.1133
H -0.809 -7.646 0.080 0.1303
H -1.447 -7.372 1.650 0.1337
H 0.651 -4.629 2.348 0.1071
H -0.105 -6.005 3.099 0.1346
C 1.479 0.961 3.067 -0.0282
C -0.033 0.871 3.273 -0.5528
C -0.428 -0.537 3.729 -0.0367
C -0.440 1.838 4.384 -0.0370
N -0.793 1.140 1.960 -0.0679
H 1.981 0.498 3.917 0.1031
H 1.829 1.989 3.018 0.0704
H 1.812 0.432 2.175 0.0526
H 0.057 -0.757 4.679 0.0983
H -0.133 -1.295 3.010 0.0615
H -1.507 -0.594 3.896 0.0965
H 0.104 1.556 5.285 0.1046
H -1.504 1.777 4.615 0.0980
H -0.179 2.871 4.162 0.0735


Table of electronic energy (Ha), in record order: -667.19684; -692.73435; -3661.92883
Table of energy above the lowest of the compared OMol25 structures with the same formula, charge and spin (eV), in record order: 2.668; 2.412; 1.098